Below is a structure of composition CH2NOS3 at a distorted geometry, with properties calculated with ωB97M-V/def2-TZVPD.

The geometry in XYZ format:
```
8
Properties=species:S:1:pos:R:3:nbo_charge:R:1
S 0.73 2.17 -0.04 -0.251
S -1.38 1.19 1.21 -0.276
S 1.14 -2.81 0.19 0.038
O -1.13 1.03 -1.49 -0.622
N 0.61 -1.27 0.19 -0.834
C -0.76 1.34 -0.41 0.169
H -0.05 -0.99 0.83 0.396
H 0.85 -0.66 -0.47 0.381
```

Results
HOMO level (spin up / spin down), eV: -4.3 / -3.9
E, eV: -37113.19881
Net charge: -1
Kohn-Sham gap (spin up / spin down), eV: 6.948 / 6.479

---

Below is a cluster of 13 separate species, C34H98N4O13 in total at a distorted geometry, with properties calculated with ωB97M-V/def2-TZVPD.

The geometry in XYZ format:
```
149
Properties=species:S:1:pos:R:3:lowdin_charge:R:1
O 0.77 -0.36 -4.90 -0.104
O -1.61 -0.53 5.06 -0.107
O 4.40 0.28 0.17 -0.118
O -2.11 -1.23 -5.57 -0.210
O -8.06 2.64 0.27 -0.190
O 3.24 0.19 4.66 -0.184
O -0.45 -7.55 1.28 -0.073
O -0.82 1.93 0.56 -0.204
O -3.08 3.73 -1.70 -0.079
O 4.49 -2.62 -0.89 -0.099
O 3.17 2.61 -1.86 -0.108
O -1.25 4.29 3.88 -0.102
O 6.30 -2.51 -3.28 -0.095
N -3.82 -3.38 -3.10 0.047
N 1.62 0.17 -1.50 0.066
N 1.90 -0.19 7.15 0.043
N -5.26 3.28 0.72 0.060
C -2.63 -2.84 -3.78 -0.433
C 2.08 -0.65 4.71 -0.181
C -0.04 -6.25 1.03 -0.356
C 4.64 -0.74 -3.49 -0.064
C 0.22 3.37 5.51 -0.076
C 3.57 -3.49 1.07 -0.081
C 1.44 0.91 -5.16 -0.257
C -7.25 2.11 1.31 -0.217
C -1.60 -3.89 -4.08 -0.062
C 2.00 -1.30 6.15 -0.392
C 5.30 2.48 0.54 -0.068
C 3.33 0.72 3.39 -0.138
C 6.12 -1.08 -3.10 -0.269
C 0.46 1.49 0.18 -0.206
C -3.13 1.37 -1.89 -0.070
C -0.32 -5.33 2.25 -0.079
C -0.24 -0.94 -0.27 -0.036
C -1.18 3.27 4.89 -0.277
C -2.02 -0.22 3.71 -0.315
C -2.33 -1.48 2.99 -0.088
C -2.42 2.62 -2.27 -0.343
C 0.88 -2.30 6.27 -0.064
C 3.41 4.87 -2.59 -0.087
C 2.71 3.56 -2.78 -0.366
C -3.08 -2.08 -5.06 -0.241
C -5.76 1.93 0.91 -0.463
C -8.54 1.64 -0.63 -0.088
C -2.44 -1.04 -6.96 -0.090
C 0.35 0.36 -0.82 -0.414
C 0.33 1.95 -5.04 -0.076
C -4.95 1.15 1.92 -0.071
C 4.48 -3.82 -0.12 -0.297
C -0.72 2.98 1.48 -0.105
C 5.57 1.05 0.01 -0.318
H 0.12 2.09 -3.97 0.060
H 6.05 3.22 0.20 0.080
H -7.81 0.88 -0.84 0.073
H -5.33 0.14 2.03 0.077
H -2.12 4.63 3.73 0.071
H 0.51 2.91 -5.47 0.068
H 5.02 -2.70 -1.69 0.045
H -2.65 4.51 -2.09 0.100
H -1.28 -0.78 0.02 0.057
H 0.33 2.76 6.42 0.068
H -0.24 3.84 1.00 0.093
H -1.04 -4.23 -3.22 0.065
H 2.93 -1.81 6.36 0.124
H -1.59 -2.29 3.25 0.090
H -1.26 2.26 4.45 0.079
H -4.94 1.72 2.89 0.100
H 2.53 -3.37 0.72 0.073
H 4.14 -1.70 -3.59 0.074
H -7.44 2.77 2.12 0.112
H 0.87 -2.90 5.40 0.058
H 1.02 1.15 1.07 0.121
H -2.08 -4.78 -4.53 0.092
H 1.42 -0.33 -2.37 0.079
H -3.31 -1.89 3.24 0.075
H -2.26 2.73 -3.37 0.120
H -1.93 3.38 5.68 0.115
H 3.22 5.10 -1.53 0.080
H -0.21 -1.74 -1.00 0.069
H -1.14 0.24 3.30 0.096
H 5.94 1.04 -1.05 0.097
H -0.02 -8.19 0.70 0.093
H -0.02 -5.91 3.16 0.082
H -9.48 1.24 -0.20 0.097
H -7.62 1.14 1.71 0.127
H 1.98 0.83 -6.10 0.106
H 4.29 2.77 0.21 0.056
H -1.71 3.37 1.84 0.099
H 2.21 1.05 -4.39 0.075
H 0.32 -1.32 0.60 0.077
H -2.20 -1.30 1.90 0.062
H -3.54 -4.07 -2.43 0.059
H 2.85 3.20 -3.82 0.099
H 1.07 -6.29 0.88 0.110
H -0.17 -0.24 -4.87 0.015
H 3.30 -0.08 2.65 0.075
H -3.34 -2.85 -5.87 0.148
H 0.99 -2.88 7.20 0.085
H -2.90 0.42 3.71 0.095
H 5.50 -4.02 0.24 0.114
H 6.37 0.55 0.62 0.118
H 2.49 1.46 3.25 0.093
H 2.67 1.78 -1.92 0.023
H -3.04 1.22 -0.81 0.060
H 1.04 3.16 4.81 0.068
H 6.25 -0.81 -2.05 0.081
H -2.69 0.50 -2.41 0.076
H 1.16 -0.12 4.42 0.113
H 0.36 -4.51 2.20 0.037
H 1.05 0.37 7.06 0.057
H -0.55 1.56 -5.56 0.075
H 2.70 0.36 6.94 0.044
H 5.30 2.44 1.62 0.043
H -0.04 -1.70 6.34 0.058
H 4.51 -0.15 -4.44 0.085
H -1.44 2.68 -1.81 0.081
H -3.92 1.08 1.51 0.070
H -0.38 -5.84 0.08 0.097
H -3.41 -0.48 -6.94 0.104
H -0.02 2.60 2.25 0.081
H -2.17 -2.11 -3.12 0.112
H 3.94 -2.59 1.54 0.060
H 1.09 2.29 -0.29 0.136
H 6.75 -0.51 -3.76 0.104
H 3.62 -4.29 1.82 0.081
H -1.40 -5.02 2.42 0.088
H 4.17 -4.72 -0.61 0.103
H -0.84 -3.54 -4.77 0.080
H 4.58 -0.66 -0.05 0.055
H -4.35 3.24 0.29 0.034
H 4.11 -0.11 -2.74 0.052
H 7.17 -2.82 -3.05 0.091
H -4.38 -2.67 -2.67 0.059
H 4.26 1.29 3.32 0.078
H -0.36 0.82 -1.55 0.123
H 0.37 4.37 5.86 0.064
H 2.11 -1.51 4.02 0.111
H -2.20 -1.20 5.41 0.081
H 2.21 -0.44 -0.93 0.083
H -5.83 1.37 -0.03 0.116
H -3.97 -1.50 -4.78 0.122
H 2.94 5.66 -3.21 0.081
H 1.62 3.70 -2.69 0.108
H 4.50 4.88 -2.66 0.073
H -4.19 1.47 -2.09 0.071
H -8.81 2.14 -1.53 0.074
H -5.87 3.76 0.06 0.085
H -2.47 -1.94 -7.57 0.085
H -1.69 -0.36 -7.39 0.091
```

Results
HOMO level, eV: -8.7
E, eV: -69419.86199
Net charge: 0
Kohn-Sham gap, eV: 9.078

---

Below is a cluster of 10 separate species, C44H80ClN14O2 in total at a distorted geometry, with properties calculated with ωB97M-V/def2-TZVPD.

The geometry in XYZ format:
```
141
Properties=species:S:1:pos:R:3:lowdin_charge:R:1
Cl -4.43 1.24 -8.87 -0.205
O -1.63 -1.28 3.79 0.171
O -0.61 -1.86 5.85 0.177
N -5.96 -0.80 -10.52 -0.101
N 12.82 7.04 1.23 -0.064
N -2.40 3.39 -5.44 -0.088
N -3.89 -0.86 -11.36 -0.123
N 0.14 5.51 5.26 -0.104
N -2.13 4.40 -7.37 -0.048
N 1.37 -2.09 9.74 -0.093
N -11.83 -6.29 4.47 -0.016
N 14.61 7.56 2.33 -0.068
N 4.51 -5.82 -2.21 -0.054
N 1.15 -2.76 11.79 -0.039
N -1.66 5.64 4.06 -0.020
N -10.31 -7.81 4.04 -0.062
N 3.97 -6.04 -4.37 -0.026
C -3.76 7.24 4.22 -0.063
C -10.72 -6.87 4.89 -0.032
C -2.90 3.60 -6.72 -0.030
C -0.70 4.95 3.34 0.008
C 3.91 -6.55 -5.82 -0.139
C -4.84 -1.54 -10.67 -0.051
C 4.43 -5.54 -6.83 -0.075
C -1.10 -1.63 4.81 -0.351
C 5.14 -6.30 -0.92 0.008
C 7.05 -2.51 -2.03 -0.206
C 13.17 8.31 0.84 0.002
C 0.64 -3.15 13.15 -0.120
C 0.39 4.81 4.15 -0.033
C 4.65 -6.60 -3.31 0.002
C -8.96 -8.45 4.02 0.056
C -1.11 4.72 -6.56 -0.034
C 2.62 -2.35 10.22 -0.009
C 13.73 6.58 2.09 -0.014
C 12.08 4.91 0.22 -0.064
C -7.60 -0.24 -8.81 -0.086
C 14.28 8.66 1.56 0.015
C 3.42 -4.86 -3.85 -0.042
C -3.04 6.05 3.53 -0.103
C -2.55 -1.37 -11.40 0.001
C -7.17 -1.27 -9.88 -0.163
C 15.90 7.34 3.04 0.035
C -1.16 3.85 -9.76 -0.016
C 3.69 -4.76 -2.53 -0.045
C -4.45 0.30 -11.73 -0.103
C -12.26 -7.06 3.47 -0.037
C -1.12 5.98 5.21 -0.011
C 11.67 6.30 0.68 -0.154
C 0.94 -1.55 8.47 0.003
C -2.83 2.28 -4.66 -0.005
C 0.46 -2.38 10.72 0.009
C -1.28 4.11 -5.36 -0.032
C 2.50 -2.87 11.49 0.014
C -11.34 -7.96 3.12 0.020
C -12.55 -5.11 5.06 -0.146
C 1.06 5.57 6.37 0.019
C -0.62 -4.03 13.20 -0.059
C -11.83 -3.83 4.94 -0.076
C -2.19 4.77 -8.84 -0.077
C -5.71 0.38 -11.11 -0.174
H -2.02 -1.26 -10.43 0.114
H -12.56 -3.04 5.24 0.111
H 0.14 -0.79 8.68 0.122
H -7.89 0.70 -9.30 0.082
H 12.47 8.89 0.22 0.154
H -0.63 4.19 -4.48 0.142
H 4.41 -7.51 -5.85 0.119
H -2.60 -2.38 -11.82 0.101
H -8.36 -7.87 4.78 0.122
H -9.00 -9.47 4.29 0.088
H -13.48 -5.06 4.52 0.130
H 12.85 4.85 -0.50 0.075
H -12.72 -5.33 6.10 0.137
H 2.76 -6.64 -5.93 0.151
H 5.51 -5.39 -6.73 0.095
H 1.50 -3.69 13.50 0.107
H 3.31 -3.98 -1.88 0.119
H 3.29 -3.23 12.20 0.170
H -3.79 3.09 -7.17 0.078
H -1.56 6.59 5.95 0.159
H 0.71 -2.38 7.82 0.086
H -1.93 1.80 -4.27 0.108
H -2.99 6.36 2.50 0.118
H -7.92 -1.39 -10.71 0.146
H -3.88 1.07 -12.31 0.156
H -3.48 2.53 -3.83 0.092
H 10.90 6.30 1.45 0.135
H -0.36 3.40 -9.14 0.074
H -3.04 8.05 4.53 0.097
H 6.25 -6.26 -0.98 0.113
H 4.87 -7.31 -0.71 0.075
H -10.95 -3.75 5.50 0.055
H 1.69 -1.01 7.98 0.079
H 0.46 -2.36 13.85 0.129
H -0.37 5.42 -6.88 0.135
H -4.47 7.69 3.58 0.070
H 11.43 6.90 -0.23 0.136
H -13.15 -6.84 2.97 0.133
H 14.77 9.62 1.64 0.146
H 2.83 -4.14 -4.40 0.127
H 4.24 -5.95 -7.84 0.103
H -0.59 -2.21 10.71 0.167
H -6.89 -0.11 -7.99 0.049
H 3.96 -4.61 -6.73 0.048
H -0.72 -4.41 14.23 0.105
H -11.51 -3.63 3.87 0.109
H -1.97 5.86 -8.85 0.125
H 11.17 4.52 -0.33 0.116
H -0.73 4.46 -10.52 0.057
H 2.06 5.84 5.99 0.115
H 4.82 -5.71 -0.09 0.072
H 1.08 4.57 6.85 0.115
H -3.48 1.61 -5.24 0.104
H 12.33 4.35 1.14 0.080
H -11.37 -8.70 2.33 0.151
H 13.77 5.60 2.52 0.164
H 5.22 -7.51 -3.36 0.161
H -2.03 -0.86 -12.23 0.107
H 0.71 6.26 7.12 0.101
H -4.78 -2.56 -10.24 0.176
H -0.60 -4.88 12.57 0.067
H 16.16 8.14 3.67 0.079
H 7.68 -3.34 -1.83 -0.199
H -3.61 5.12 3.75 0.139
H -0.90 4.61 2.34 0.136
H -8.62 -8.35 3.03 0.091
H -1.58 -3.54 13.06 0.072
H -10.11 -6.48 5.67 0.164
H -8.45 -0.64 -8.25 0.074
H -7.01 -2.31 -9.57 0.124
H 1.29 4.25 3.96 0.144
H 7.00 -1.74 -1.25 -0.187
H 6.29 -2.55 -2.87 -0.152
H -6.38 1.20 -11.29 0.128
H 15.80 6.52 3.77 0.109
H -3.19 4.80 -9.22 0.106
H 16.76 7.21 2.37 0.121
H -1.80 3.04 -10.18 0.056
H -4.25 6.96 5.16 0.081
H 3.51 -2.36 9.56 0.156
```

Results
HOMO level, eV: -8.5
E, eV: -84358.09539
Net charge: +5
Kohn-Sham gap, eV: 1.274

---

- net charge of number 3 (C44H80ClN14O2)?
  +5